The following is a DFT calculation (ωB97M-V/def2-TZVPD) of a 3-piece molecular cluster, C22H42FNO10S3 overall.

Structure (XYZ):
```
79
Properties=species:S:1:pos:R:3:forces:R:3
C 1.34012 -4.54465 -2.19020 0.086 -0.133 -0.074
O 2.11082 -3.70690 -3.02681 -0.244 0.184 0.095
C 3.13420 -2.96530 -2.36969 0.193 -0.094 -0.215
C 2.96824 -1.46301 -2.61232 -0.181 0.133 0.204
C 2.34565 -0.71995 -1.42644 -0.073 -0.387 0.099
C 0.84679 -1.05824 -1.24128 0.164 0.194 -0.223
C -0.11267 0.13455 -1.43037 0.159 -0.048 0.200
C -1.13558 0.34460 -0.30831 -0.309 -0.131 -0.502
C -2.36849 -0.56287 -0.43826 0.042 0.044 0.141
C -2.17574 -1.91144 0.24522 -0.352 0.288 0.257
N -3.19063 -2.93435 -0.17236 0.790 -0.485 0.135
C -2.68845 -3.87489 -1.24451 -0.143 -0.211 -0.119
O -1.76649 -3.28122 -2.10003 -0.102 0.179 0.207
C -2.22289 -2.61611 -3.21315 -0.196 -0.003 -0.040
C -1.25683 -2.32346 -4.16318 0.134 0.013 0.001
C -1.61376 -1.63454 -5.30689 -0.044 0.020 0.010
C -2.93331 -1.23994 -5.50753 0.282 0.003 -0.134
C -3.88766 -1.55234 -4.55760 -0.128 0.126 -0.173
C -3.54662 -2.23865 -3.40316 0.102 -0.123 0.182
S -3.68589 -3.82996 1.10870 -0.472 0.372 -0.346
O -4.31481 -3.00587 2.07630 0.193 -0.122 -0.051
O -4.26906 -5.03281 0.62998 -0.016 0.105 0.069
F -2.30151 -4.25510 1.73788 0.036 -0.091 0.123
H 1.84023 -5.50410 -2.01998 0.035 0.017 0.080
H 1.13102 -4.06959 -1.22699 -0.014 -0.001 0.012
H 0.39089 -4.73281 -2.69030 0.025 0.001 -0.017
H 3.13486 -3.19536 -1.29995 -0.034 0.047 0.041
H 4.09845 -3.29773 -2.76661 -0.036 -0.062 -0.012
H 3.93024 -1.01366 -2.86575 0.022 -0.053 -0.024
H 2.30369 -1.36131 -3.47412 0.171 0.081 -0.153
H 2.88145 -1.02477 -0.52245 0.099 0.159 -0.006
H 2.49476 0.35568 -1.52832 -0.052 0.037 -0.051
H 0.59752 -1.81949 -1.98174 -0.108 -0.177 0.223
H 0.71194 -1.49102 -0.24881 -0.074 -0.011 -0.018
H -0.65990 0.02348 -2.37100 0.051 0.069 -0.055
H 0.48623 1.04326 -1.52512 -0.021 0.042 0.017
H -0.66741 0.20938 0.66632 0.035 0.201 0.094
H -1.49490 1.37296 -0.39318 0.072 0.035 0.234
H -2.61960 -0.66829 -1.49033 -0.002 -0.130 -0.115
H -3.22991 -0.08206 0.03318 -0.020 -0.040 -0.030
H -1.16724 -2.31015 0.14362 -0.077 -0.080 -0.240
H -2.33135 -1.73433 1.31037 0.080 -0.089 0.009
H -3.54277 -4.26562 -1.79733 -0.047 0.081 0.108
H -2.16978 -4.71745 -0.78665 0.115 0.072 0.034
H -0.23318 -2.63562 -3.99195 0.002 -0.031 0.002
H -0.84678 -1.41674 -6.03882 -0.066 0.058 -0.050
H -3.20044 -0.69210 -6.40060 -0.059 -0.013 -0.006
H -4.91357 -1.24701 -4.71892 -0.019 -0.027 0.078
H -4.30088 -2.45134 -2.65782 0.010 0.023 0.030
O 0.33195 1.02395 2.74855 0.006 -0.046 -0.118
S 0.97409 0.69161 3.98722 -0.041 0.046 0.130
O 1.49690 -0.62744 4.16712 0.037 -0.024 -0.069
O -0.01961 1.03909 5.17336 0.091 -0.002 0.037
C -1.36957 0.51972 5.08170 -0.325 -0.091 -0.021
C -1.45592 -0.95193 5.42526 0.146 -0.016 -0.037
C 2.21326 1.87775 4.35615 0.026 0.098 0.003
H -1.75914 0.72613 4.08401 0.077 0.011 -0.024
H -1.93451 1.12037 5.79102 0.087 0.043 0.036
H -0.95264 -1.56661 4.68053 -0.009 0.009 -0.014
H -2.50284 -1.25275 5.46945 -0.018 0.026 0.006
H -0.98997 -1.14725 6.39072 -0.041 0.008 0.025
H 1.78896 2.87049 4.23520 0.019 0.014 0.009
H 3.02306 1.72354 3.64652 -0.020 -0.020 -0.029
H 2.56445 1.71774 5.37170 -0.017 -0.026 0.005
O 3.88637 4.91125 1.91266 0.013 -0.056 0.109
S 3.44359 6.27229 1.84249 -0.078 0.018 -0.143
O 2.83850 6.87112 2.99176 0.034 -0.027 0.071
O 2.48092 6.42601 0.59167 0.040 0.090 0.029
C 1.38706 5.48133 0.47391 -0.234 -0.246 -0.063
C 0.23616 5.80011 1.40370 0.093 0.082 0.091
C 4.74427 7.30300 1.26470 0.028 0.008 -0.044
H 1.77161 4.47365 0.63563 0.061 0.034 0.038
H 1.08021 5.55833 -0.56675 0.063 0.080 -0.015
H 0.51364 5.65726 2.44681 0.008 -0.016 -0.005
H -0.60358 5.14292 1.17698 0.005 -0.011 -0.033
H -0.08052 6.83549 1.28047 -0.032 -0.011 -0.036
H 5.17623 6.85657 0.37383 -0.004 -0.006 -0.003
H 5.47934 7.35542 2.06446 -0.011 -0.015 0.020
H 4.33870 8.28910 1.05641 -0.010 0.004 0.014
```
Forces are in eV/Å.

Calculated values
- HOMO-LUMO gap (eV) = 9.43
- SMILES = COCCCCCCCCN(COc1ccccc1)S(=O)(=O)F.CCOS(C)(=O)=O.CCOS(C)(=O)=O
- E_HOMO (eV) = -8.994

These are the Löwdin partial charges, in e, on atoms 1 to 6: -0.1136 -0.2022 -0.2196 -0.1735 -0.1914 -0.1803

The following is a DFT calculation (ωB97M-V/def2-TZVPD) of C22H42N6S2SbV as an isolated structure.

Structure (XYZ):
```
74
Properties=species:S:1:pos:R:3:forces:R:3
V -0.11245 -0.13250 0.55345 0.149 0.049 -0.158
N 2.92673 2.44481 -1.18835 -0.095 -0.010 0.050
C 1.84458 1.90337 -0.62433 0.256 0.220 -0.040
S 1.57882 0.17293 -0.93358 -0.083 0.214 0.065
N 1.07823 2.67588 0.11409 -0.362 -0.617 0.142
N -0.00972 1.95372 0.56070 0.279 0.257 -0.138
C -1.02082 2.56463 1.04407 -0.245 -0.156 -0.007
C -2.20352 1.72255 1.31957 0.226 0.184 -0.177
C -3.38032 2.22916 1.82289 -0.072 -0.055 0.041
C -4.48122 1.38156 1.93791 0.079 0.091 0.010
C -4.36798 0.06666 1.53147 0.064 -0.117 -0.060
C -3.15097 -0.37463 1.03316 -0.022 -0.093 0.048
N -2.08551 0.42212 0.93344 -0.061 0.337 0.093
H 3.49942 1.91348 -1.82071 0.001 -0.017 -0.010
H 3.04837 3.44544 -1.14796 0.012 -0.009 -0.012
H -1.04151 3.64509 1.14968 -0.034 -0.018 0.006
H -3.44686 3.26895 2.11168 0.025 0.003 -0.007
H -5.41536 1.75770 2.33129 -0.021 0.001 0.002
H -5.20179 -0.61739 1.58816 -0.009 -0.001 0.002
H -3.01052 -1.39595 0.70134 -0.073 0.016 0.029
C -0.40510 -5.60864 -1.32457 0.014 -0.072 -0.008
C -0.84476 -4.15710 -1.46276 -0.133 0.098 -0.176
Sb -0.17812 -2.88930 0.10686 0.060 -0.052 0.346
C -1.20787 -3.63358 1.83162 -0.164 0.014 0.115
C -0.69904 -4.93833 2.43400 0.048 -0.070 -0.020
C 1.80453 -3.57026 0.45134 0.165 -0.047 -0.005
C 2.67743 -3.53419 -0.79866 0.076 -0.046 -0.058
H -0.83895 -6.19496 -2.13469 0.016 -0.011 -0.013
H -0.73738 -6.05739 -0.38971 -0.022 0.025 0.002
H 0.67644 -5.72225 -1.38580 0.007 0.018 0.021
H -1.93302 -4.07652 -1.46867 -0.005 0.016 -0.003
H -0.49472 -3.71446 -2.39572 0.010 -0.036 -0.009
H -2.25757 -3.71553 1.53787 -0.004 -0.053 0.036
H -1.15388 -2.83643 2.57803 -0.004 0.003 -0.051
H -0.88668 -5.79498 1.78898 0.012 0.022 -0.026
H -1.19696 -5.13624 3.38328 -0.030 0.016 0.001
H 0.37214 -4.90197 2.63253 0.005 0.004 0.035
H 1.72287 -4.57993 0.85453 0.034 -0.013 -0.037
H 2.21795 -2.93411 1.23756 -0.037 -0.026 -0.002
H 2.29344 -4.17905 -1.58963 -0.032 0.014 0.017
H 3.68588 -3.88074 -0.56967 -0.009 -0.003 0.017
H 2.76844 -2.52900 -1.20971 -0.012 0.053 0.006
C 1.77234 3.68138 4.54108 -0.086 -0.037 -0.030
C 3.28011 3.88028 4.43577 0.060 0.069 -0.013
C 4.08880 2.61026 4.17875 0.043 -0.065 0.036
C 3.93311 2.03080 2.77490 -0.045 0.005 -0.117
N 2.63779 1.38112 2.54959 -0.077 0.046 -0.147
C 2.30318 0.17715 2.97126 -0.042 -0.284 0.228
S 0.67792 -0.45839 2.74630 0.167 -0.053 -0.066
N 3.18524 -0.55944 3.62760 -0.026 0.142 -0.060
C 3.01826 -1.90804 4.19443 0.063 0.099 -0.150
C 3.11596 -1.90725 5.71812 -0.066 0.020 0.030
C 4.53795 -2.01800 6.26195 0.025 -0.055 0.032
C 5.45869 -0.87137 5.86688 0.072 0.098 -0.083
H 1.28784 4.58163 4.91603 0.022 0.024 0.008
H 1.52481 2.86628 5.22487 0.009 -0.008 0.021
H 1.31135 3.45628 3.57611 0.004 0.006 -0.015
H 3.64313 4.32604 5.36292 -0.016 -0.033 0.021
H 3.50413 4.60908 3.65142 0.011 0.016 0.004
H 3.82190 1.85077 4.92210 0.000 0.018 0.013
H 5.15066 2.81713 4.32794 -0.003 0.034 -0.028
H 4.72382 1.31586 2.52905 0.007 0.008 0.064
H 4.00122 2.82202 2.02735 0.020 0.013 0.030
H 1.92792 1.92303 2.08487 -0.056 0.009 -0.018
H 4.06371 -0.10858 3.84640 0.004 -0.063 0.021
H 3.79436 -2.53626 3.74999 -0.009 -0.032 0.053
H 2.05792 -2.28029 3.85281 -0.038 -0.021 0.035
H 2.51978 -2.74075 6.09346 0.039 -0.031 -0.005
H 2.63660 -0.99728 6.09261 -0.021 -0.012 0.026
H 4.97497 -2.96438 5.93228 -0.014 -0.008 -0.010
H 4.48473 -2.07682 7.34997 -0.004 0.021 0.000
H 5.67233 -0.86003 4.79178 -0.017 -0.026 -0.018
H 6.43172 -0.95343 6.34803 -0.018 -0.035 0.061
H 5.03969 0.09766 6.15072 -0.018 0.002 0.010
```
Forces are in eV/Å.

Calculated values
- spin multiplicity = 3
- HOMO-LUMO gap (alpha / beta) (eV) = 7.13 / 7.62
- E_HOMO (alpha / beta) (eV) = -14.297 / -14.462
- total charge = +2

These are the Löwdin partial charges, in e, on atoms 1 to 6: 0.2689 0.1260 -0.7764 0.6749 0.0164 -0.1617